one:
15
Properties=species:S:1:pos:R:3:nbo_charge:R:1 method="wB97M-V/def2-TZVPD" smiles="CS(=O)(=O)CCO" e_homo_ev=-10.26 molar_mass_g_mol=124.2 orbital_gap_ev=10.79
C 1.775 0.478 0.985 -0.86
C -0.442 -0.914 -0.213 -0.72
C -1.856 -0.317 0.032 -0.05
H 2.559 1.386 0.947 0.28
H 0.835 0.732 1.562 0.24
H 2.369 -0.451 1.238 0.25
H -0.574 -1.506 -1.202 0.27
H -0.112 -1.777 0.341 0.27
H -2.733 -1.033 -0.126 0.21
H -1.732 -0.043 1.176 0.14
H -1.304 1.435 -0.996 0.52
O 1.901 -0.608 -1.526 -0.89
O 0.521 1.615 -0.873 -0.94
O -2.145 0.819 -0.745 -0.75
S 0.938 0.183 -0.601 2.03


two:
15
Properties=species:S:1:pos:R:3:nbo_charge:R:1 method="wB97M-V/def2-TZVPD" smiles="O=COCCS.O" e_homo_ev=-9.35 molar_mass_g_mol=124.2 orbital_gap_ev=9.85
O -2.027 -3.360 -1.198 -0.96
H -1.664 -3.406 -2.111 0.46
H -1.667 -2.521 -0.830 0.49
O -1.017 -0.774 -0.863 -0.61
O 0.993 -0.101 -0.024 -0.50
S -0.084 2.833 -0.259 -0.03
C 0.228 -0.845 -0.802 0.65
C 0.509 0.510 1.153 -0.10
C 0.718 2.018 1.155 -0.54
H 0.232 1.845 -1.123 0.12
H 0.898 -1.242 -1.590 0.14
H 1.291 0.143 1.845 0.20
H -0.459 0.089 1.486 0.23
H 0.272 2.482 2.055 0.24
H 1.779 2.330 1.106 0.22


Tell me which of them is the least stable. Sure, it is one.


one:
9
Properties=species:S:1:pos:R:3:nbo_charge:R:1 method="wB97M-V/def2-TZVPD" e_homo_ev="-9.10 / -9.11" molar_mass_g_mol=158.9 orbital_gap_ev="6.34 / 6.34"
N 1.165 -1.488 -0.403 -1.15
N 0.697 0.942 -0.754 -1.16
O -1.169 0.324 2.283 -0.93
P 0.009 -0.455 -0.296 1.71
Br -1.892 -0.345 -1.580 -0.16
H 1.122 -2.445 -0.216 0.41
H 0.225 1.736 -0.448 0.42
H 1.761 0.850 -0.636 0.44
H -1.919 0.881 2.049 0.42


two:
9
Properties=species:S:1:pos:R:3:nbo_charge:R:1 method="wB97M-V/def2-TZVPD" e_homo_ev="-8.98 / -8.99" molar_mass_g_mol=158.9 orbital_gap_ev="7.22 / 7.22"
N -0.878 1.696 0.988 -1.17
N 1.308 -1.488 0.003 -1.03
O -0.183 0.757 -1.525 -0.97
P -0.642 0.506 -0.035 1.70
Br -2.497 -0.745 0.189 -0.15
H -0.189 2.458 0.922 0.39
H 1.830 -1.021 0.728 0.33
H 0.743 -2.236 0.374 0.34
H 0.508 0.072 -1.645 0.55


Tell me which of them is the least stable. Sure, it is one.